<P>
Below is Cl2H2NO2P in the gas phase, with properties calculated with wB97M-V/def2-TZVPD.

XYZ file:
```
8
Properties=species:S:1:pos:R:3:mulliken_charge:R:1
O 0.151 0.332 -1.972 -0.430
N 0.592 0.902 -0.954 0.086
O 0.116 0.252 0.541 -0.390
P -0.761 -1.160 0.384 0.481
Cl 0.295 -2.389 1.651 -0.225
Cl -2.218 -0.653 1.640 -0.191
H 1.563 0.764 -0.623 0.323
H 0.263 1.950 -0.665 0.347
```

Frontier orbital gap ... 9.5 eV
E_HOMO ... -9.8 eV
Charge ... 0
SMILES ... [O-][NH2+]OP(Cl)Cl
2S+1 ... 1

***

<Q>
Below is Cl2H2NO2P in the gas phase, with properties calculated with wB97M-V/def2-TZVPD.

XYZ file:
```
8
Properties=species:S:1:pos:R:3:mulliken_charge:R:1
N 0.769 0.132 -1.478 -0.365
O -0.170 -0.658 -0.756 -0.272
P -0.508 -0.141 0.888 0.948
O -0.270 1.270 1.047 -0.521
Cl 0.614 -1.230 2.083 -0.151
Cl -2.375 -0.684 1.102 -0.144
H 0.289 0.949 -1.833 0.257
H 1.651 0.362 -1.054 0.248
```

Frontier orbital gap ... 10.3 eV
E_HOMO ... -10.0 eV
Charge ... 0
SMILES ... NOP(=O)(Cl)Cl
2S+1 ... 1

***

Quick one: most stable of them? <Q>